No. 1
Molecular formula: C10H12N3O
Method: DFT, ωB97M-V/def2-TZVPD

Last columns: bonded neighbours and bond lengths (Å).
Positions of all 26 atoms, in Å:
1 O -1.629 -2.455 0.084  C2 1.236
2 C -0.618 -1.745 0.050  O1 1.236, N3 1.361, C10 1.551
3 N 0.695 -2.089 -0.043  C2 1.361, C4 1.375, H15 1.039
4 C 1.566 -1.027 0.014  N3 1.375, C5 1.358, C9 1.419
5 C 2.915 -0.992 -0.139  C4 1.358, C6 1.388, H16 1.150
6 C 3.581 0.226 -0.127  C5 1.388, C7 1.345, H17 1.023
7 C 2.911 1.382 0.029  C6 1.345, C8 1.417, H18 1.123
8 C 1.503 1.389 0.183  C7 1.417, C9 1.388, H19 1.082
9 C 0.827 0.177 0.149  C4 1.419, C8 1.388, C10 1.466
10 C -0.588 -0.201 0.188  C2 1.551, C9 1.466, N11 1.436, N14 1.827
11 N -1.392 0.338 1.249  C10 1.436, C12 1.399, H20 1.018
12 C -2.728 0.177 0.865  N11 1.399, C13 1.565, H21 1.137, H22 1.131
13 C -2.751 0.758 -0.588  C12 1.565, N14 1.389, H23 1.192, H24 1.046
14 N -1.579 0.381 -1.232  C10 1.827, C13 1.389, H25 1.041, H26 1.073
15 H 1.198 -2.994 -0.139  N3 1.039
16 H 3.573 -1.923 0.007  C5 1.150
17 H 4.590 0.299 -0.284  C6 1.023
18 H 3.387 2.373 -0.200  C7 1.123
19 H 0.951 2.305 0.348  C8 1.082
20 H -1.005 0.941 1.973  N11 1.018
21 H -3.422 0.806 1.511  C12 1.137
22 H -3.061 -0.904 0.879  C12 1.131
23 H -3.726 0.296 -1.094  C13 1.192
24 H -2.768 1.799 -0.481  C13 1.046
25 H -1.639 -0.420 -1.894  N14 1.041
26 H -0.790 1.104 -1.310  N14 1.073

Summary:
Energy relative to the best compared isomer or geometry (same formula, charge and spin): 39.0 kcal/mol
Total charge: +1
SMILES: O=C1Nc2ccccc2[C@]12NCC[NH2+]2
DFT total energy: -17074.7345 eV

---

No. 2
Molecular formula: C19H24N6O
Method: DFT, ωB97M-V/def2-TZVPD

Last columns: bonded neighbours and bond lengths (Å).
Positions of all 50 atoms, in Å:
1 N -4.731 3.445 3.538  C2 1.395, H27 1.042, H28 1.004
2 C -3.640 4.118 2.989  N1 1.395, N3 1.332, C4 1.518
3 N -3.612 5.449 2.947  C2 1.332, H29 1.063, H30 1.051
4 C -2.493 3.334 2.377  C2 1.518, C5 1.384, C26 1.420
5 C -1.859 3.717 1.208  C4 1.384, C6 1.445, H31 1.068
6 C -0.690 3.023 0.720  C5 1.445, C7 1.412, H32 1.088
7 C -0.198 1.873 1.376  C6 1.412, N8 1.368, C25 1.428
8 N 0.870 1.202 0.848  C7 1.368, C9 1.503, C23 1.434
9 C 1.992 0.886 1.798  N8 1.503, C10 1.531, H33 1.096, H34 1.034
10 C 3.319 1.015 1.044  C9 1.531, C11 1.527, H35 1.082, H36 1.129
11 C 3.678 -0.227 0.231  C10 1.527, C12 1.584, H37 1.164, H38 1.092
12 C 2.503 -1.268 0.021  C11 1.584, N13 1.480, H39 1.076, H40 1.085
13 N 1.392 -0.689 -0.766  C12 1.480, C14 1.398, C23 1.447
14 C 1.046 -1.426 -1.902  N13 1.398, C15 1.398, C22 1.432
15 C 1.242 -0.811 -3.142  C14 1.398, C16 1.447, H41 1.115
16 C 0.802 -1.485 -4.344  C15 1.447, C17 1.389, H42 1.185
17 C 0.520 -2.839 -4.211  C16 1.389, C18 1.456, H43 1.111
18 C 0.338 -3.492 -2.922  C17 1.456, C19 1.526, C22 1.387
19 C -0.264 -4.892 -2.844  C18 1.526, N20 1.377, N21 1.290
20 N -1.309 -5.137 -1.982  C19 1.377, H44 0.966, H45 1.037
21 N 0.257 -5.881 -3.487  C19 1.290, H46 0.993, H47 1.026
22 C 0.761 -2.824 -1.782  C14 1.432, C18 1.387, H48 1.102
23 C 0.467 0.198 -0.093  N8 1.434, N13 1.447, O24 1.219
24 O -0.641 0.268 -0.595  C23 1.219
25 C -0.782 1.527 2.633  C7 1.428, C26 1.454, H49 1.090
26 C -1.916 2.284 3.139  C4 1.420, C25 1.454, H50 1.084
27 H -4.849 2.410 3.538  N1 1.042
28 H -5.561 4.010 3.587  N1 1.004
29 H -2.804 6.067 2.636  N3 1.063
30 H -4.323 5.862 3.602  N3 1.051
31 H -2.255 4.540 0.655  C5 1.068
32 H -0.317 3.242 -0.278  C6 1.088
33 H 2.002 1.781 2.431  C9 1.096
34 H 1.883 0.003 2.325  C9 1.034
35 H 3.248 1.882 0.400  C10 1.082
36 H 4.071 1.275 1.845  C10 1.129
37 H 4.452 -0.742 0.930  C11 1.164
38 H 4.212 0.002 -0.694  C11 1.092
39 H 3.025 -2.130 -0.355  C12 1.076
40 H 2.064 -1.597 0.957  C12 1.085
41 H 1.352 0.285 -3.313  C15 1.115
42 H 0.640 -1.066 -5.440  C16 1.185
43 H 0.364 -3.402 -5.156  C17 1.111
44 H -1.735 -5.964 -2.243  N20 0.966
45 H -1.625 -4.442 -1.279  N20 1.037
46 H 0.009 -6.841 -3.426  N21 0.993
47 H 1.177 -5.816 -3.938  N21 1.026
48 H 0.685 -3.332 -0.807  C22 1.102
49 H -0.317 0.757 3.249  C25 1.090
50 H -2.449 1.849 3.976  C26 1.084

Summary:
Total charge: +2
SMILES: NC(=[NH2+])c1ccc(N2CCCCN(c3cccc(C(N)=[NH2+])c3)C2=O)cc1
DFT total energy: -31065.4028 eV

---

no.,orbital gap (eV)
1,8.477
2,8.298